Formula: C36H52N8O3P
Source: OMol25
Level of theory: ωB97M-V/def2-TZVPD

ORCA input file:
```
! wB97M-V def2-TZVPD RIJCOSX def2/J DEFGRID3
* xyz -1 1
C -0.912 6.045 -2.030
O -0.339 7.029 -2.845
C 1.103 6.910 -2.846
P 2.002 7.907 -1.478
O 3.534 7.280 -2.078
C 4.343 6.893 -0.982
C 3.842 7.674 0.267
O 2.965 8.653 -0.185
H -0.714 5.023 -2.391
H -0.535 6.112 -1.003
H -1.992 6.205 -2.017
H 1.387 5.865 -2.666
H 1.481 7.191 -3.834
H 1.848 6.754 -0.589
H 0.761 8.471 -0.991
H 2.196 9.048 -2.339
H 4.355 5.803 -0.865
H 5.352 7.240 -1.231
H 4.722 8.121 0.747
H 3.415 7.027 1.048
N -1.830 2.702 -0.368
C -3.130 3.065 -0.580
C -3.792 1.984 -1.098
C -2.849 0.925 -1.200
C -1.646 1.402 -0.741
H -1.115 3.307 -0.004
H -3.469 4.060 -0.350
H -4.832 1.956 -1.375
H -3.029 -0.069 -1.578
H -0.682 0.929 -0.655
N -2.587 -1.459 0.999
C -1.470 -1.986 1.578
C -1.748 -3.279 1.940
C -3.094 -3.537 1.564
C -3.582 -2.390 0.984
H -2.668 -0.519 0.635
H -0.573 -1.400 1.683
H -1.066 -3.960 2.422
H -3.640 -4.457 1.704
H -4.549 -2.160 0.567
N -2.057 -4.701 -1.473
C -2.155 -4.177 -2.730
C -1.355 -4.919 -3.561
C -0.749 -5.931 -2.771
C -1.206 -5.769 -1.488
H -2.530 -4.354 -0.655
H -2.781 -3.323 -2.928
H -1.217 -4.751 -4.616
H -0.059 -6.688 -3.103
H -1.001 -6.322 -0.586
N 1.616 -6.397 0.965
C 2.916 -6.182 1.323
C 3.361 -7.303 1.972
C 2.283 -8.231 2.003
C 1.221 -7.639 1.373
H 1.036 -5.739 0.473
H 3.412 -5.257 1.088
H 4.352 -7.436 2.377
H 2.282 -9.219 2.435
H 0.225 -7.998 1.179
N 4.353 9.988 5.165
C 4.497 8.627 5.104
C 4.033 8.212 3.884
C 3.590 9.363 3.176
C 3.801 10.441 3.994
H 4.610 10.563 5.944
H 4.918 8.076 5.929
H 4.014 7.195 3.531
H 3.169 9.394 2.182
H 3.608 11.489 3.841
N 4.574 -10.336 3.939
C 5.693 -11.118 3.857
C 5.660 -12.006 4.899
C 4.472 -11.748 5.637
C 3.825 -10.712 5.018
H 4.339 -9.595 3.304
H 6.412 -10.977 3.069
H 6.403 -12.757 5.110
H 4.133 -12.264 6.520
H 2.900 -10.212 5.253
N -6.430 -4.642 0.447
C -7.426 -3.735 0.211
C -8.577 -4.221 0.773
C -8.260 -5.469 1.373
C -6.928 -5.701 1.155
H -5.478 -4.545 0.144
H -7.234 -2.826 -0.334
H -9.538 -3.735 0.758
H -8.932 -6.122 1.904
H -6.296 -6.523 1.442
N -0.564 5.590 -5.624
C -0.692 4.269 -5.938
C -1.113 4.182 -7.241
C -1.242 5.510 -7.729
C -0.895 6.353 -6.703
H -0.274 5.952 -4.728
H -0.472 3.504 -5.213
H -1.306 3.270 -7.782
H -1.553 5.812 -8.715
H -0.854 7.428 -6.651
*
```

Computed properties:
Orbital gap, eV: 6.10
LUMO, eV: 1.619
F_max, eV Å⁻¹: 0.983
Calculated total energy, a.u.: -2407.9927
E_HOMO, eV: -4.49

Formula: C34H95N7O13
Source: OMol25
Level of theory: ωB97M-V/def2-TZVPD

ORCA input file:
```
! wB97M-V def2-TZVPD RIJCOSX def2/J DEFGRID3
* xyz 0 1
C 0.368 -5.883 0.308
C -0.453 -6.526 1.398
O -0.380 -7.926 1.263
O 0.223 -4.462 0.302
H 0.124 -6.312 -0.670
H 1.420 -6.125 0.514
H -1.510 -6.220 1.415
H -0.105 -6.230 2.400
H -0.630 -8.334 2.094
H 0.702 -4.175 -0.485
C 6.156 2.067 -4.131
C 4.801 2.645 -3.793
O 3.955 1.557 -3.493
O 7.105 3.098 -4.430
H 6.057 1.477 -5.040
H 6.476 1.415 -3.314
H 4.403 3.243 -4.621
H 4.899 3.321 -2.928
H 3.202 1.886 -2.950
H 7.297 3.551 -3.601
C 0.333 -0.992 -1.075
C -0.389 0.235 -0.607
O 0.470 1.031 0.207
O 1.428 -0.692 -1.958
H -0.352 -1.664 -1.600
H 0.689 -1.520 -0.187
H -1.289 -0.059 -0.055
H -0.733 0.822 -1.478
H -0.155 1.605 0.730
H 1.900 0.021 -1.491
C 1.949 -1.899 4.181
C 1.772 -3.170 4.994
C 0.867 -4.197 4.320
O 0.671 -5.302 5.173
C -0.675 -5.495 5.560
N 3.085 -3.757 5.348
H 2.656 -2.044 3.361
H 2.411 -1.158 4.833
H 0.981 -1.529 3.847
H 1.270 -2.888 5.932
H 1.361 -4.551 3.401
H -0.044 -3.694 3.961
H -0.724 -6.297 6.299
H -1.306 -5.731 4.695
H -1.091 -4.626 6.093
H 3.657 -3.857 4.510
H 2.927 -4.711 5.671
C -0.269 4.452 2.117
C -1.502 3.595 2.322
C -2.772 4.423 2.487
O -2.938 5.243 1.357
C -3.325 6.575 1.644
N -1.626 2.704 1.133
H 0.544 3.799 1.784
H 0.125 4.957 3.003
H -0.419 5.196 1.330
H -1.360 3.003 3.231
H -2.751 5.018 3.405
H -3.628 3.739 2.511
H -3.997 6.662 2.502
H -3.779 7.025 0.756
H -2.449 7.229 1.825
H -2.044 3.260 0.388
H -2.274 1.923 1.354
C -3.063 -2.490 -1.319
C -3.418 -3.143 0.007
C -3.607 -4.642 -0.054
O -4.067 -5.077 1.188
C -4.461 -6.403 1.142
N -2.440 -2.760 1.096
H -2.126 -2.867 -1.738
H -2.941 -1.417 -1.145
H -3.870 -2.606 -2.043
H -4.369 -2.728 0.378
H -2.661 -5.141 -0.327
H -4.316 -4.935 -0.846
H -4.649 -6.817 2.132
H -3.735 -7.029 0.611
H -5.429 -6.528 0.625
H -1.544 -3.201 0.848
H -2.746 -3.343 1.883
C 0.773 2.711 -4.340
C 0.978 3.481 -3.043
C -0.357 3.963 -2.509
O -0.797 5.048 -3.321
C -2.098 5.402 -3.013
N 1.666 2.643 -2.047
H 0.193 3.268 -5.075
H 0.235 1.771 -4.162
H 1.739 2.445 -4.773
H 1.595 4.342 -3.318
H -0.272 4.347 -1.479
H -1.088 3.140 -2.534
H -2.193 5.717 -1.966
H -2.849 4.660 -3.317
H -2.411 6.294 -3.578
H 2.263 3.236 -1.459
H 0.953 2.246 -1.431
C -4.430 -0.726 3.539
C -3.361 0.222 2.981
C -1.940 -0.117 3.390
O -1.747 0.133 4.737
C -0.564 -0.470 5.213
N -3.407 0.306 1.492
H -4.313 -0.841 4.620
H -4.388 -1.710 3.064
H -5.425 -0.320 3.340
H -3.622 1.222 3.361
H -1.264 0.454 2.730
H -1.749 -1.175 3.131
H 0.335 -0.146 4.678
H -0.653 -1.567 5.113
H -0.467 -0.284 6.280
H -3.175 -0.628 1.143
H -4.380 0.472 1.241
C 4.298 1.261 0.224
C 5.289 2.417 0.103
C 4.683 3.717 0.495
O 3.709 4.070 -0.460
C 2.990 5.206 -0.051
N 6.448 2.131 0.977
H 4.784 0.312 -0.014
H 3.457 1.370 -0.466
H 3.876 1.171 1.228
H 5.615 2.387 -0.950
H 5.406 4.537 0.623
H 4.203 3.573 1.477
H 2.122 5.337 -0.702
H 3.627 6.092 -0.163
H 2.595 5.142 0.968
H 6.960 1.321 0.660
H 7.073 2.925 1.045
C 0.161 -1.616 -6.964
C 0.307 -0.981 -5.581
C -1.002 -0.756 -4.887
O -1.839 -0.032 -5.740
C -3.188 -0.106 -5.341
N 1.197 -1.819 -4.762
H 1.150 -1.761 -7.401
H -0.396 -0.993 -7.664
H -0.341 -2.587 -6.889
H 0.803 -0.023 -5.813
H -0.848 -0.195 -3.953
H -1.429 -1.747 -4.649
H -3.314 0.050 -4.262
H -3.542 -1.125 -5.567
H -3.799 0.622 -5.865
H 2.140 -1.556 -5.039
H 1.153 -1.504 -3.789
*
```

Computed properties:
Orbital gap, eV: 9.11
LUMO, eV: 0.391
Energy relative to the best compared isomer or geometry (same formula, charge and spin), kJ/mol: 0.0
F_max, eV Å⁻¹: 1.991
Calculated total energy, a.u.: -2713.6667
SMILES: COC[C@H](C)N.COC[C@H](C)N.COC[C@H](C)N.COC[C@H](C)N.COC[C@H](C)N.COC[C@H](C)N.COC[C@H](C)N.OCCO.OCCO.OCCO
E_HOMO, eV: -8.71

Formula: C4H8F12KO16S4
Source: OMol25
Level of theory: ωB97M-V/def2-TZVPD

ORCA input file:
```
! wB97M-V def2-TZVPD RIJCOSX def2/J DEFGRID3
* xyz -3 1
K 0.369 0.168 -0.712
C -0.800 -0.686 4.230
F 0.439 -0.350 4.600
F -0.706 -1.918 3.721
F -1.575 -0.701 5.321
S -1.430 0.561 2.926
O -2.816 0.283 2.680
O -1.177 1.817 3.629
O -0.525 0.279 1.814
C 1.515 4.507 0.395
F 2.106 5.695 0.278
F 2.462 3.572 0.253
F 0.968 4.445 1.586
S 0.259 4.190 -0.992
O -0.728 5.254 -0.791
O 1.032 4.307 -2.223
O -0.247 2.845 -0.716
C -3.445 -1.589 -3.328
F -3.034 -0.426 -3.835
F -4.726 -1.428 -2.940
F -3.478 -2.541 -4.275
S -2.296 -2.168 -1.945
O -1.045 -2.571 -2.558
O -2.157 -1.043 -1.013
O -2.944 -3.353 -1.406
C 1.222 -4.392 0.953
F 0.998 -3.998 2.206
F 1.686 -5.657 0.957
F 0.082 -4.366 0.254
S 2.487 -3.225 0.126
O 1.784 -1.996 -0.238
O 3.444 -3.049 1.209
O 3.010 -3.954 -1.024
O 3.090 0.608 -1.481
H 3.685 1.184 -0.989
H 3.559 -0.231 -1.568
O -2.721 2.346 0.311
H -1.921 2.135 -0.212
H -2.951 3.232 0.017
O 0.215 0.314 -3.602
H 0.401 -0.228 -4.375
H -0.098 1.157 -3.952
O 2.105 0.685 2.105
H 2.599 0.123 2.710
H 1.304 0.166 1.893
*
```

Computed properties:
Orbital gap, eV: 7.42
LUMO, eV: 5.786
Energy relative to the best compared isomer or geometry (same formula, charge and spin), kJ/mol: 69.2
F_max, eV Å⁻¹: 2.853
Calculated total energy, a.u.: -4752.3699
E_HOMO, eV: -1.64

Formula: C5H13OP
Source: OMol25
Level of theory: ωB97M-V/def2-TZVPD

ORCA input file:
```
! wB97M-V def2-TZVPD RIJCOSX def2/J DEFGRID3
* xyz 0 1
C 0.206 2.000 0.907
C -0.645 -0.517 1.460
C 1.696 0.012 0.497
C -0.590 0.140 -2.064
C 0.308 0.448 0.852
O 0.259 -2.361 -0.873
P -0.713 -1.524 -1.538
H 0.162 2.352 -0.127
H 1.078 2.355 1.433
H -0.662 2.370 1.394
H -1.609 -0.187 1.244
H -0.518 -1.476 1.197
H -0.555 -0.540 2.558
H 1.456 -0.870 -0.183
H 2.341 0.926 0.140
H 2.208 -0.438 1.313
H -1.541 0.565 -2.425
H 0.390 0.578 -2.191
H -2.050 -1.623 -0.881
H -1.221 -2.211 -2.715
*
```

Computed properties:
Orbital gap (alpha / beta), eV: 9.62 / 6.03
LUMO (alpha / beta), eV: 0.679 / -1.056
Energy relative to the best compared isomer or geometry (same formula, charge and spin), kJ/mol: 420.8
F_max, eV Å⁻¹: 5.165
Calculated total energy, a.u.: -614.7393
E_HOMO (alpha / beta), eV: -8.94 / -7.08

Formula: C33H83N5O11
Source: OMol25
Level of theory: ωB97M-V/def2-TZVPD

ORCA input file:
```
! wB97M-V def2-TZVPD RIJCOSX def2/J DEFGRID3
* xyz 0 1
C -2.415 6.335 -3.981
O -2.109 7.069 -2.837
C -3.154 7.984 -2.470
C -2.727 8.608 -1.132
N -3.854 8.519 -0.162
C -3.600 9.374 0.960
C -4.195 10.840 0.967
O -5.544 10.787 1.287
C -6.258 12.010 1.008
H -2.567 6.857 -4.926
H -3.334 5.759 -3.876
H -1.728 5.509 -4.165
H -4.095 7.437 -2.428
H -3.196 8.779 -3.215
H -2.352 9.613 -1.326
H -1.932 8.042 -0.648
H -3.817 7.556 0.140
H -2.590 9.453 1.363
H -4.191 8.836 1.702
H -4.109 11.272 -0.030
H -3.574 11.461 1.613
H -5.885 12.800 1.658
H -7.298 11.722 1.164
H -6.259 12.333 -0.033
C 6.000 -5.020 1.596
O 6.710 -6.233 1.847
C 8.156 -6.141 1.602
C 8.633 -7.547 1.528
N 7.936 -8.274 0.416
C 8.281 -9.684 0.564
C 7.325 -10.510 -0.276
O 6.014 -10.401 0.278
C 5.019 -11.110 -0.407
H 4.918 -5.142 1.620
H 6.269 -4.706 0.587
H 6.289 -4.267 2.330
H 8.594 -5.595 2.437
H 8.351 -5.559 0.701
H 8.460 -8.090 2.457
H 9.700 -7.601 1.312
H 6.948 -8.159 0.592
H 8.269 -10.076 1.581
H 9.297 -9.864 0.212
H 7.618 -11.549 -0.129
H 7.254 -10.214 -1.323
H 4.085 -10.956 0.133
H 5.325 -12.156 -0.433
H 4.973 -10.709 -1.420
C -3.479 3.354 1.140
O -2.778 4.015 2.249
C -2.343 3.157 3.276
C -1.394 3.900 4.162
N -0.085 4.148 3.519
C 1.040 4.230 4.445
C 2.303 4.785 3.770
O 3.075 3.704 3.120
C 4.259 4.173 2.586
H -3.998 4.097 0.534
H -4.244 2.704 1.563
H -2.753 2.754 0.593
H -1.871 2.251 2.897
H -3.131 2.856 3.967
H -1.207 3.343 5.080
H -1.695 4.885 4.516
H 0.038 3.426 2.824
H 1.352 3.298 4.917
H 0.755 5.005 5.156
H 2.877 5.236 4.580
H 2.093 5.578 3.053
H 4.177 4.935 1.811
H 4.868 3.345 2.223
H 5.001 4.576 3.276
C 4.599 0.502 -7.036
O 3.229 0.258 -7.233
C 2.802 -1.144 -7.067
C 1.283 -1.133 -6.904
N 0.731 -1.028 -8.245
C -0.671 -0.838 -8.254
C -1.551 -1.835 -7.549
O -1.464 -1.747 -6.135
C -1.925 -2.887 -5.425
H 4.846 1.516 -7.351
H 5.295 -0.137 -7.579
H 4.778 0.348 -5.972
H 3.253 -1.605 -6.189
H 3.104 -1.766 -7.910
H 1.004 -0.339 -6.211
H 1.023 -2.035 -6.350
H 1.107 -0.181 -8.646
H -0.927 -0.821 -9.313
H -1.019 0.110 -7.846
H -1.237 -2.812 -7.918
H -2.604 -1.716 -7.803
H -2.959 -3.140 -5.658
H -1.834 -2.711 -4.353
H -1.275 -3.749 -5.574
C -6.827 -4.325 1.230
O -5.632 -4.541 1.946
C -5.027 -3.357 2.401
C -3.654 -3.794 3.013
N -3.783 -4.626 4.208
C -4.478 -3.992 5.353
C -4.349 -4.920 6.568
O -4.871 -4.344 7.777
C -4.894 -5.220 8.888
H -7.595 -3.751 1.747
H -7.315 -5.268 0.984
H -6.594 -3.820 0.292
H -5.688 -2.843 3.098
H -4.896 -2.777 1.487
H -3.058 -2.912 3.249
H -3.088 -4.221 2.185
H -4.203 -5.512 3.967
H -5.504 -3.731 5.095
H -4.030 -3.049 5.667
H -3.326 -5.240 6.765
H -4.827 -5.872 6.338
H -4.928 -4.679 9.833
H -4.065 -5.929 8.886
H -5.776 -5.860 8.882
C 2.346 2.338 -1.813
C 1.222 1.874 -0.916
C 0.224 0.867 -1.492
O 1.850 1.263 0.181
H 3.119 1.636 -2.124
H 2.844 3.175 -1.322
H 1.887 2.755 -2.709
H 0.650 2.758 -0.635
H -0.591 0.604 -0.818
H 0.550 -0.145 -1.729
H -0.210 1.373 -2.354
H 2.427 1.829 0.699
*
```

Computed properties:
Orbital gap, eV: 9.06
LUMO, eV: 0.431
Energy relative to the best compared isomer or geometry (same formula, charge and spin), kJ/mol: 247.2
F_max, eV Å⁻¹: 2.723
Calculated total energy, a.u.: -2408.1915
SMILES: COCCNCCOC.COCCNCCOC.COCCNCCOC.COCCNCCOC.COCCNCCOC.CC(C)O
E_HOMO, eV: -8.63

Formula: ClH3NPS
Source: OMol25
Level of theory: ωB97M-V/def2-TZVPD

ORCA input file:
```
! wB97M-V def2-TZVPD RIJCOSX def2/J DEFGRID3
* xyz 0 1
N 1.015 0.355 0.499
P 2.146 -0.484 -0.089
S -2.396 0.351 0.418
Cl 1.209 -1.410 -1.593
H -2.475 -0.188 -0.932
H 1.449 1.086 1.100
H -0.947 0.290 0.596
*
```

Computed properties:
Orbital gap, eV: 8.18
LUMO, eV: -0.835
Energy relative to the best compared isomer or geometry (same formula, charge and spin), kJ/mol: 120.4
F_max, eV Å⁻¹: 2.383
Calculated total energy, a.u.: -1256.2696
SMILES: [H]/N=P/Cl.S
E_HOMO, eV: -9.02

Formula: C7H6N4O4
Source: OMol25
Level of theory: ωB97M-V/def2-TZVPD

ORCA input file:
```
! wB97M-V def2-TZVPD RIJCOSX def2/J DEFGRID3
* xyz 0 1
N 4.358 -1.741 1.355
O 2.436 2.172 0.603
O -2.746 -3.034 -1.522
O -4.291 -1.618 -2.067
C 4.070 -0.855 0.678
O -1.334 -0.854 -0.095
C 2.447 0.949 0.523
C -2.311 1.086 0.401
C -3.197 0.333 -0.458
C -1.154 0.380 0.528
C -2.589 -0.880 -0.737
N 1.302 0.219 0.792
N 0.029 0.825 1.145
N -3.223 -1.906 -1.480
C 3.654 0.274 -0.150
H -2.518 2.060 0.885
H -4.177 0.661 -0.808
H 1.327 -0.749 0.496
H 0.065 1.823 1.305
H 3.383 -0.096 -1.140
H 4.467 0.951 -0.254
*
```

Computed properties:
Orbital gap, eV: 8.15
LUMO, eV: -0.820
Energy relative to the best compared isomer or geometry (same formula, charge and spin), kJ/mol: 32.7
F_max, eV Å⁻¹: 3.947
Calculated total energy, a.u.: -790.1406
SMILES: N#CCC(=O)NNc1ccc([N+](=O)[O-])o1
E_HOMO, eV: -8.97

Formula: C4H7NO2
Source: OMol25
Level of theory: ωB97M-V/def2-TZVPD

ORCA input file:
```
! wB97M-V def2-TZVPD RIJCOSX def2/J DEFGRID3
* xyz 0 1
C -0.348 -1.111 0.835
C 0.474 -1.868 -0.070
C 1.332 -0.413 -0.192
C 0.420 0.685 -0.417
H -1.765 1.962 -0.167
H -1.438 -1.531 1.458
H 0.513 -0.650 1.725
H 1.118 -2.610 0.442
H 0.326 -2.364 -1.140
H 2.148 -0.676 -1.048
H 1.988 -0.130 0.551
N -0.711 0.028 0.000
O -1.598 0.921 0.549
O 0.449 1.834 -0.895
*
```

Computed properties:
Orbital gap, eV: 9.61
LUMO, eV: 0.575
Energy relative to the best compared isomer or geometry (same formula, charge and spin), kJ/mol: 687.5
F_max, eV Å⁻¹: 9.114
Calculated total energy, a.u.: -361.6190
E_HOMO, eV: -9.04